The following is a quantum chemistry calculation of C6H12 in the gas phase, from the OMol25 dataset.

Last columns: bonded neighbours and bond lengths (Å).
Geometry (Å):
1 C 1.4341 -1.9592 -0.5206  C2 1.523, H7 1.094, H8 1.096, H9 1.097
2 C 0.1672 -1.1725 -0.2127  C1 1.523, C3 1.532, H10 1.092, H11 1.097
3 C -0.0609 0.1119 -1.0165  C2 1.532, C4 1.533, H12 1.099, H13 1.098
4 C -0.8723 1.1614 -0.2489  C3 1.533, C5 1.512, C6 1.501, H14 1.088
5 C -1.3001 0.9704 1.1891  C4 1.512, C6 1.497, H15 1.085, H16 1.084
6 C -0.1698 1.8944 0.8561  C4 1.501, C5 1.497, H17 1.088, H18 1.085
7 H 1.4620 -2.3669 -1.5350  C1 1.094
8 H 1.5179 -2.7969 0.1819  C1 1.096
9 H 2.3185 -1.3253 -0.3854  C1 1.097
10 H 0.2318 -0.9126 0.8456  C2 1.092
11 H -0.7190 -1.8120 -0.3120  C2 1.097
12 H 0.9059 0.5676 -1.2740  C3 1.099
13 H -0.5506 -0.1255 -1.9706  C3 1.098
14 H -1.5485 1.7571 -0.8579  C4 1.088
15 H -1.0993 0.0323 1.6964  C5 1.085
16 H -2.2185 1.4427 1.5175  C5 1.084
17 H 0.8493 1.5756 1.0667  C6 1.088
18 H -0.3479 2.9572 0.9803  C6 1.085

**Relative energy (zero: lowest compared OMol25 entry of this formula, charge and spin)**: 29.36 kcal/mol
**SMILES**: CCCC1CC1
**HOMO-LUMO gap**: 0.4156 Ha
**HOMO level**: -10.058 eV

=====

The following is a quantum chemistry calculation of C6H12 in the gas phase in a non-equilibrium geometry, from the OMol25 dataset.

Last columns: bonded neighbours and bond lengths (Å).
Geometry (Å):
1 C 0.5324 -0.9447 1.5781  C2 1.485, H7 1.098, H8 1.100, H9 1.099
2 C 0.0651 0.4167 1.2117  C1 1.485, C6 1.446, H10 1.088
3 C -1.4122 -0.3925 -0.7042  C4 1.543, H11 1.088, H12 1.096, H16 1.104
4 C -0.0810 -0.3849 -1.4849  C3 1.543, C5 1.480, H13 1.109, H14 1.095
5 C 0.4581 0.9659 -1.2101  C4 1.480, C6 1.508, H15 1.091
6 C 0.6797 1.2982 0.2438  C2 1.446, C5 1.508, H17 1.115, H18 1.096
7 H 1.0919 -1.4506 0.7800  C1 1.098
8 H -0.2987 -1.5986 1.8814  C1 1.100
9 H 1.1995 -0.8783 2.4493  C1 1.099
10 H -0.7129 0.8254 1.8529  C2 1.088
11 H -2.2407 -0.4552 -1.4070  C3 1.088
12 H -1.5553 -1.1714 0.0535  C3 1.096
13 H 0.5921 -1.2222 -1.2103  C4 1.109
14 H -0.2658 -0.5163 -2.5566  C4 1.095
15 H 1.0671 1.4828 -1.9527  C5 1.091
16 H -1.4871 0.6351 -0.3069  C3 1.104
17 H 1.7578 1.0222 0.3125  C6 1.115
18 H 0.6100 2.3685 0.4695  C6 1.096

**Relative energy (zero: lowest compared OMol25 entry of this formula, charge and spin)**: 104.34 kcal/mol
**HOMO-LUMO gap (alpha / beta)**: 0.3086 / 0.2861 Ha
**HOMO level (alpha / beta)**: -7.340 / -7.035 eV

=====

The following is a quantum chemistry calculation of 3 unconnected molecules or ions with the total composition C6H12Br6 in a non-equilibrium geometry, from the OMol25 dataset.

Last columns: bonded neighbours and bond lengths (Å).
Geometry (Å):
1 Br -4.5156 7.1848 4.5470  C2 2.013
2 C -3.2572 5.8703 3.6875  Br1 2.013, C3 1.573, H5 1.090, H6 1.090
3 C -2.4130 5.2681 4.8698  C2 1.573, Br4 2.021, H7 1.090, H8 1.090
4 Br -1.2905 3.7942 4.0629  C3 2.021
5 H -2.6919 6.1574 2.8009  C2 1.090
6 H -3.9952 5.1243 3.3924  C2 1.090
7 H -3.0751 5.0499 5.7077  C3 1.090
8 H -1.7832 6.0837 5.2253  C3 1.090
9 Br -0.5638 -0.4006 0.0139  C10 1.999
10 C 1.3964 -0.5724 0.3664  Br9 1.999, C11 1.577, H13 1.090, H14 1.090
11 C 1.6672 -2.0635 0.8009  C10 1.577, Br12 1.949, H15 1.090, H16 1.090
12 Br 3.5892 -2.3490 0.9582  C11 1.949
13 H 1.7041 0.1167 1.1528  C10 1.090
14 H 1.8198 -0.3667 -0.6168  C10 1.090
15 H 1.4351 -2.9021 0.1443  C11 1.090
16 H 1.1826 -2.2826 1.7524  C11 1.090
17 Br -0.8965 -3.3478 -4.9923  C18 2.031
18 C 0.7321 -4.5563 -4.8823  Br17 2.031, C19 1.484, H21 1.090, H22 1.090
19 C 2.0341 -3.8461 -4.9471  C18 1.484, Br20 1.996, H23 1.090, H24 1.090
20 Br 3.3541 -5.0514 -4.0581  C19 1.996
21 H 0.6799 -5.2684 -5.7059  C18 1.090
22 H 0.6389 -5.0947 -3.9391  C18 1.090
23 H 1.9103 -2.9285 -4.3720  C19 1.090
24 H 2.3384 -3.6192 -5.9689  C19 1.090

**Relative energy (zero: lowest compared OMol25 entry of this formula, charge and spin)**: 26.39 kcal/mol
**SMILES**: BrCCBr.BrCCBr.BrCCBr
**HOMO-LUMO gap**: 0.3918 Ha
**HOMO level**: -10.358 eV

=====

The following is a quantum chemistry calculation of 3 unconnected molecules or ions with the total composition C6H12Br6 in a non-equilibrium geometry, from the OMol25 dataset.

Last columns: bonded neighbours and bond lengths (Å).
Geometry (Å):
1 Br 3.2622 -6.5099 3.5292  C2 1.980
2 C 2.6205 -4.6682 3.1898  Br1 1.980, C3 1.506, H5 1.090, H6 1.090
3 C 3.6085 -4.0772 2.2193  C2 1.506, Br4 1.920, H7 1.090, H8 1.090
4 Br 2.7632 -2.7038 1.1775  C3 1.920
5 H 2.3787 -4.1793 4.1335  C2 1.090
6 H 1.6092 -4.8735 2.8387  C2 1.090
7 H 3.9295 -4.8548 1.5261  C3 1.090
8 H 4.3999 -3.5079 2.7067  C3 1.090
9 Br 2.6320 -1.2744 -2.2009  C10 1.972
10 C 1.3710 -0.1690 -1.1639  Br9 1.972, C11 1.497, H13 1.090, H14 1.090
11 C 0.1088 0.1040 -1.9221  C10 1.497, Br12 2.076, H15 1.090, H16 1.090
12 Br -0.9755 1.6179 -1.0035  C11 2.076
13 H 1.8015 0.6531 -0.5922  C10 1.090
14 H 1.2440 -0.7566 -0.2547  C10 1.090
15 H -0.6004 -0.7000 -2.1190  C11 1.090
16 H 0.3403 0.3777 -2.9514  C11 1.090
17 Br -4.3871 4.3319 -3.3968  C18 2.003
18 C -3.3922 4.2581 -1.6598  Br17 2.003, C19 1.471, H21 1.090, H22 1.090
19 C -4.2892 4.6535 -0.5632  C18 1.471, Br20 1.904, H23 1.090, H24 1.090
20 Br -3.1652 4.6208 0.9737  C19 1.904
21 H -2.4761 4.8384 -1.7695  C18 1.090
22 H -3.0530 3.2342 -1.5028  C18 1.090
23 H -5.0852 3.9189 -0.4421  C19 1.090
24 H -4.6454 5.6661 -0.7529  C19 1.090

**Relative energy (zero: lowest compared OMol25 entry of this formula, charge and spin)**: 18.24 kcal/mol
**Spin multiplicity**: 2
**HOMO-LUMO gap (alpha / beta)**: 0.3031 / 0.0787 Ha
**Charge**: +1
**HOMO level (alpha / beta)**: -12.033 / -12.028 eV

=====

The following is a quantum chemistry calculation of C6H12BrCl2NO in the gas phase in a non-equilibrium geometry, from the OMol25 dataset.

Last columns: bonded neighbours and bond lengths (Å).
Geometry (Å):
1 Cl -2.9151 -0.7345 1.4531  C2 1.778
2 C -1.3106 -0.4016 2.1434  Cl1 1.778, C3 1.546, H12 1.113, H13 1.106
3 C -0.4434 0.1514 0.9891  C2 1.546, N4 1.494, H14 1.073, H15 1.110
4 N -0.3430 -0.7466 -0.2007  C3 1.494, C5 1.483, O8 1.399
5 C 0.4824 -1.9623 -0.0006  N4 1.483, C6 1.564, H16 1.071, H17 1.072
6 C 0.4336 -2.8709 -1.2721  C5 1.564, Cl7 1.798, H18 1.103, H19 1.110
7 Cl 1.1515 -4.4913 -0.9669  C6 1.798
8 O 0.0712 -0.0450 -1.3380  N4 1.399, C9 1.435
9 C -0.9687 0.1809 -2.3011  O8 1.435, C10 1.525, H20 1.084, H21 1.066
10 C -0.6028 1.4477 -3.0672  C9 1.525, Br11 2.006, H22 1.130, H23 1.103
11 Br -0.8148 3.0553 -1.8860  C10 2.006
12 H -1.3907 0.3820 2.9295  C2 1.113
13 H -0.8514 -1.2994 2.5981  C2 1.106
14 H 0.5292 0.4040 1.3643  C3 1.073
15 H -0.8973 1.1166 0.6814  C3 1.110
16 H 0.1507 -2.5606 0.8229  C5 1.071
17 H 1.4944 -1.6401 0.1435  C5 1.072
18 H -0.6182 -3.0155 -1.5706  C6 1.103
19 H 0.9609 -2.3053 -2.0690  C6 1.110
20 H -1.9276 0.3176 -1.8144  C9 1.084
21 H -1.0593 -0.6732 -2.9328  C9 1.066
22 H -1.2827 1.4848 -3.9690  C10 1.130
23 H 0.4504 1.4071 -3.3930  C10 1.103

**Relative energy (zero: lowest compared OMol25 entry of this formula, charge and spin)**: 1.46 kcal/mol
**SMILES**: ClCCN(CCCl)OCCBr
**HOMO-LUMO gap**: 0.3567 Ha
**HOMO level**: -9.017 eV

=====

The following is a quantum chemistry calculation of 2 unconnected molecules or ions with the total composition C6H12BrNO2 in a non-equilibrium geometry, from the OMol25 dataset.

Last columns: bonded neighbours and bond lengths (Å).
Geometry (Å):
1 C 0.3035 -1.4828 0.0530  C5 1.489, H11 1.073, H12 1.021, H13 1.184
2 C 1.1208 0.7607 -0.1374  C5 1.507, H14 1.165, H15 1.158, H16 1.054
3 C -0.1344 -0.3549 -2.0123  C5 1.513, H17 1.073, H18 1.114, H19 1.108
4 C -1.2498 0.8187 2.1634  H20 1.034, H21 1.129, H22 1.145
5 C -0.0207 -0.1459 -0.5180  C1 1.489, C2 1.507, C3 1.513, C6 1.503
6 C -1.3651 0.3655 -0.0806  C5 1.503, N7 1.468, Br10 1.989
7 N -1.9262 1.6970 -0.3397  C6 1.468, O8 1.199, O9 1.219
8 O -1.1623 2.5171 -0.7659  N7 1.199
9 O -3.1083 1.8601 -0.0884  N7 1.219
10 Br -2.8787 -0.9201 0.0342  C6 1.989
11 H 0.1785 -1.4685 1.1181  C1 1.073
12 H 1.2584 -1.7837 -0.1461  C1 1.021
13 H -0.5965 -2.2308 -0.1268  C1 1.184
14 H 1.1508 1.6450 -0.8950  C2 1.165
15 H 2.1283 0.2143 -0.3021  C2 1.158
16 H 0.8658 1.2271 0.7726  C2 1.054
17 H -0.4549 -1.3198 -2.3570  C3 1.073
18 H -0.8223 0.4406 -2.3784  C3 1.114
19 H 0.8512 -0.2008 -2.4939  C3 1.108
20 H -0.3714 0.3704 2.4745  C4 1.034
21 H -2.1536 0.3406 2.6425  C4 1.129
22 H -1.2639 1.9623 2.1172  C4 1.145

**Relative energy (zero: lowest compared OMol25 entry of this formula, charge and spin)**: 133.13 kcal/mol
**HOMO-LUMO gap**: 0.3179 Ha
**HOMO level**: -9.399 eV